# 1
14
Properties=species:S:1:pos:R:3:forces:R:3:mulliken_charge:R:1 method="wB97M-V/def2-TZVPD" gap_ev=9.0 relative_energy_ev=3.637 max_force_ev_per_a=3.19
C -0.594266 0.021292 -0.987108 1.5 1.1 -0.1 -0.908
N -0.220455 -1.377187 -1.177394 -0.1 0.1 0.2 -0.535
H 0.786576 -1.472295 -1.111265 -0.1 0.0 -0.1 0.208
H -0.515585 -1.734777 -2.080154 0.0 0.0 0.1 0.224
H -1.686729 0.133408 -0.991304 0.0 0.0 0.4 0.455
H -0.235414 0.710362 -1.763064 0.0 -0.1 0.0 0.363
H -0.937236 -0.278796 0.617231 0.5 0.2 3.1 0.429
C 0.434821 0.861942 0.453713 -1.6 -0.8 -1.8 0.539
N -0.441658 0.027548 1.617484 -0.6 -0.5 -2.2 -0.506
O 1.634257 0.195163 0.388603 0.4 -0.4 0.2 -0.501
O 0.333202 2.066289 0.495528 0.1 0.5 0.2 -0.650
H 2.310102 0.859340 0.193490 -0.2 0.1 0.1 0.321
H 0.077578 -0.683125 2.123131 -0.2 0.0 -0.1 0.281
H -0.945193 0.670835 2.221110 0.0 -0.1 -0.2 0.278

=====

# 2
14
Properties=species:S:1:pos:R:3:forces:R:3:mulliken_charge:R:1 method="wB97M-V/def2-TZVPD" gap_ev=10.2 relative_energy_ev=0.644 max_force_ev_per_a=0.96
N -1.569824 -0.195385 -0.197801 0.2 0.3 0.4 -0.587
C -0.233998 -0.749135 -0.414356 -0.4 -0.5 0.3 0.034
C 0.657738 0.112113 -1.279476 -0.1 -0.4 0.0 0.347
N 0.470370 1.450321 -1.143964 0.3 0.6 -0.5 -0.418
O 1.527255 -0.381451 -1.963581 0.2 0.1 -0.1 -0.612
H -1.884183 -0.285151 0.758923 0.1 0.0 0.0 0.215
H -2.239391 -0.680966 -0.765719 -0.2 -0.1 -0.2 0.214
H 0.314815 -0.914742 0.509504 0.0 0.3 0.3 0.028
H -0.294778 -1.762437 -0.797803 0.2 0.0 -0.6 0.268
H -0.409729 1.820335 -0.867906 -0.7 -0.3 0.5 0.268
H 0.894556 2.029555 -1.845405 0.5 -0.1 -0.1 0.251
H 1.613864 0.255624 2.685983 -0.3 0.0 -0.1 0.330
H 0.168723 -0.253776 2.431134 -0.1 0.3 -0.1 0.315
O 0.984581 -0.444905 2.890469 0.3 -0.3 0.3 -0.653

=====

# 3
14
Properties=species:S:1:pos:R:3:forces:R:3:mulliken_charge:R:1 method="wB97M-V/def2-TZVPD" gap_ev=10.2 relative_energy_ev=2.451 max_force_ev_per_a=6.69
N -1.762927 -1.314415 -0.103094 0.4 -3.1 0.2 -0.698
C -0.213941 -1.146677 0.015305 -3.7 -1.0 5.5 -0.226
N 0.270494 -2.277535 0.892603 -1.5 0.0 0.3 -0.685
H -2.103818 -2.353290 0.158508 1.7 2.4 -1.5 0.277
H -2.161768 -0.922303 0.735491 0.1 0.9 0.2 0.263
H 0.343458 -1.034350 -0.866021 0.4 0.0 -1.2 0.384
H -0.267848 -0.292484 0.735040 1.0 0.3 -1.5 0.246
H -0.146904 -2.233688 1.859167 0.0 0.2 -1.6 0.209
H 1.225007 -2.219534 1.122072 1.7 0.2 -0.3 0.240
O 0.809344 3.537521 0.104067 -0.7 -1.0 0.1 -0.531
C 0.706360 2.587367 -0.639507 -0.9 1.0 0.4 0.305
O 1.521544 2.487698 -1.673250 -0.4 -1.5 -0.7 -0.394
H -0.093388 1.823469 -0.696576 0.4 0.1 0.6 0.300
H 1.874388 3.358223 -1.643803 1.5 1.4 -0.5 0.310

=====

no.,LUMO (eV),total energy (eV)
1,0.7,-9276.2738
2,0.6,-9279.2670
3,0.8,-9277.4591